C4H12N2O2 | the ωB97M-V functional and the def2-TZVPD basis

Structure (XYZ):
```
20
Properties=species:S:1:pos:R:3:forces:R:3
C 1.95538 -0.87934 -1.22027 -0.6052 -0.2109 0.1891
N 0.52034 -0.99041 -0.96885 -0.3190 0.6318 0.1712
C 0.17743 -1.15548 0.44437 1.2507 0.1219 0.1177
C 0.26030 0.15093 1.23927 -1.0414 -0.3231 0.3704
N -0.95497 0.94409 1.05955 1.2914 0.2167 -0.4765
C -2.03781 0.96578 1.85831 0.3036 0.5010 0.0816
O -2.22962 0.23522 2.80207 0.0418 -0.4971 0.3374
H 2.09142 -1.04707 -2.28699 0.4084 0.1727 0.0504
H 2.29957 0.11189 -0.92145 0.1153 0.0137 -0.2516
H 2.53359 -1.60606 -0.63345 0.0453 -0.1040 -0.1705
H 0.08317 -1.68394 -1.55444 0.0986 -0.1882 0.1252
H -0.82039 -1.56314 0.56391 -0.0576 -0.1028 -0.0403
H 0.92309 -1.82137 0.91772 -0.3236 -0.2510 -0.0941
H 1.10773 0.78163 0.97094 0.0491 -0.1399 -0.2333
H 0.39013 -0.09115 2.29425 -0.2073 -0.0027 0.0419
H -0.85835 1.52752 0.24406 -0.9079 0.3506 0.0464
H -2.71984 1.79760 1.63667 -0.1790 -0.0508 -0.3572
O -0.94146 1.73282 -1.90089 0.8400 -0.4218 0.0628
H -0.24643 1.02573 -1.90269 -1.0003 0.4158 -0.0747
H -1.53328 1.56475 -2.64209 0.1971 -0.1320 0.1041
```
Forces are in eV/Å.

Computed properties:
Gap between HOMO and LUMO ... 9.873 eV
Energy above the lowest of the compared OMol25 structures with the same formula, charge and spin ... 1.395 eV
E ... -11417.8216 eV
SMILES ... CNCCNC=O.O
Lowest unoccupied orbital energy ... 0.697 eV

Löwdin population analysis, charges in e, atoms 1 to 5: number 1, C, carries -0.13; number 2, N, carries -0.14; number 3, C, carries -0.21; number 4, C, carries -0.17; number 5, N, carries 0.03

***

C20H43N2P3SSeZr | the ωB97M-V functional and the def2-TZVPD basis

Structure (XYZ):
```
71
Properties=species:S:1:pos:R:3:forces:R:3
Zr -0.14923 1.10709 0.29353 -0.4665 -5.0548 -2.0670
P 0.46058 -1.79977 -0.24578 0.6520 -1.3025 0.3182
P 2.06591 1.35861 1.31754 3.4502 0.7464 1.8779
P 1.03636 0.98340 -2.20478 0.7795 0.1408 -1.4017
H -3.37005 1.20322 -0.27621 0.4181 -0.9930 -1.0920
C -2.88302 0.63686 -1.13362 0.4273 0.5877 1.6400
C -2.51600 -0.65555 -0.99332 0.0113 0.6004 0.9474
H -2.67544 -1.20994 -0.03456 -0.1183 0.5126 -1.0522
C -0.25546 -3.07602 0.86439 -0.4481 0.3294 0.2716
C 2.23469 -2.21549 0.06077 -0.1207 0.5047 -0.0389
C 0.20380 -2.71493 -1.82940 -0.2267 0.5418 -0.1994
C 2.21717 3.14095 1.74124 -0.5939 0.0288 -0.3683
C 2.26456 0.59832 2.96201 -0.4134 -0.3683 0.2074
C 3.69582 1.05213 0.58096 -0.0006 -0.2662 -0.5704
C -0.05124 0.58320 -3.61929 -0.5045 -0.1152 0.2202
C 2.54122 0.04258 -2.67751 0.0717 -0.1356 0.4535
C 1.60220 2.65763 -2.69143 -0.1453 0.2462 0.3338
H -2.65568 1.25975 -2.00424 -0.3675 -0.6001 -0.0407
H -2.07051 -1.20793 -1.80494 -0.0736 0.0106 -0.1448
H -1.34383 -2.97417 0.91670 0.1545 -0.1554 0.0011
H 0.16022 -2.98033 1.87279 -0.0651 0.0082 -0.1289
H -0.01018 -4.07180 0.47195 -0.0103 0.2982 0.0883
H 2.52050 -1.88780 1.06611 0.0440 -0.1524 -0.1634
H 2.88058 -1.73429 -0.67762 -0.0180 -0.1596 0.1632
H 2.35538 -3.30326 -0.01207 -0.0490 0.2276 0.0180
H -0.86019 -2.72903 -2.08079 0.2105 -0.1699 -0.0606
H 0.53911 -3.75153 -1.68334 -0.0152 0.3518 0.0196
H 0.75717 -2.27323 -2.66295 -0.1495 -0.1710 0.1415
H 3.06780 3.24738 2.41861 -0.0814 0.0229 -0.0156
H 1.29946 3.49224 2.22192 0.2148 0.1288 0.1150
H 2.38602 3.72299 0.82877 0.0381 -0.0207 0.1827
H 3.17431 1.01185 3.40918 -0.0840 -0.1246 -0.0550
H 2.35698 -0.49078 2.87420 0.0747 0.1964 0.0485
H 1.39807 0.83056 3.59355 0.3641 0.0690 -0.1388
H 4.44916 1.40446 1.29495 -0.1333 -0.0338 -0.1090
H 3.80543 1.60570 -0.35934 0.0742 -0.0850 0.2502
H 3.84799 -0.01721 0.39529 0.0516 0.2910 0.0581
H 0.41135 0.98759 -4.53241 -0.1211 -0.1650 0.2856
H -1.03844 1.03792 -3.48305 0.1678 -0.0519 -0.2146
H -0.17969 -0.50112 -3.72736 0.0252 0.2794 0.0143
H 2.87453 0.40445 -3.65909 -0.1641 -0.0340 0.1824
H 2.34910 -1.03065 -2.74881 0.0663 0.2210 -0.0324
H 3.34706 0.20972 -1.95643 -0.1030 -0.0621 -0.2323
H 1.81873 2.65383 -3.76909 0.0189 0.0972 0.3355
H 2.50279 2.93663 -2.13253 -0.1008 0.0353 -0.1574
H 0.81735 3.40083 -2.47551 0.2868 -0.0912 -0.3376
C -2.32694 4.53178 -0.85703 0.3647 0.0732 -0.0196
C -3.56809 4.01358 -1.25876 0.0632 -0.7693 -0.3700
C -4.58437 4.88422 -1.65243 0.1011 -0.3470 0.1817
C -4.38062 6.27374 -1.65109 0.5494 -0.3008 0.1703
C -3.14299 6.77684 -1.24375 0.4647 0.3968 0.2604
C -2.10874 5.91656 -0.83660 -0.1461 0.1275 -0.2163
Se -0.69299 3.36466 -0.39674 -3.6389 1.8599 0.4835
H -1.48434 2.10458 0.83200 -1.2272 2.9233 0.0942
H -3.72557 2.93863 -1.26191 -0.2026 0.4542 -0.1403
H -5.55127 4.47973 -1.97266 0.4344 0.0697 0.2284
H -5.17404 6.94548 -1.96557 0.1207 -0.0815 0.0043
H -2.96499 7.87255 -1.23888 -0.0764 -0.9203 0.0604
H -1.16302 6.30600 -0.52228 0.3404 0.3538 0.0842
S -1.18880 0.79929 2.65966 -0.0587 0.5460 -0.8470
C -1.44446 -0.81466 3.19881 -0.5913 -2.7399 1.0082
N -0.68461 -1.46023 4.09466 1.0932 2.0860 -0.5140
C -1.24057 -2.72710 4.51784 0.0165 -0.8222 0.8019
C -2.51046 -2.83566 3.67936 -0.6821 -0.8421 0.2590
N -2.49836 -1.60635 2.90678 0.4421 1.9378 -0.9287
H 0.15132 -1.02618 4.52199 -0.9377 -0.4763 -0.3205
H -1.46488 -2.71093 5.59306 0.1678 0.0187 -0.2874
H -0.54774 -3.55142 4.31956 -0.0425 0.2131 0.0884
H -3.40763 -2.88776 4.31042 0.1879 0.0269 -0.2779
H -2.48941 -3.71571 3.02760 -0.1047 0.2200 0.0579
H -3.25109 -1.30385 2.28476 0.3343 -0.1712 0.5858
```
Forces are in eV/Å.

Computed properties:
Gap between HOMO and LUMO (spin up / spin down) ... 5.259 / 5.261 eV
E ... -129704.6223 eV
Lowest unoccupied orbital energy (spin up / spin down) ... -14.942 / -14.940 eV
Charge ... +4

Löwdin population analysis, charges in e, atoms 1 to 5: number 1, Zr, carries 0.55; number 2, P, carries 0.78; number 3, P, carries 0.66; number 4, P, carries 0.71; number 5, H, carries 0.09

***

C5H12S | the ωB97M-V functional and the def2-TZVPD basis

Structure (XYZ):
```
18
Properties=species:S:1:pos:R:3:forces:R:3
C -1.28133 0.39065 2.24269 -0.0810 -1.8052 0.3649
C -1.23086 -0.91032 2.58916 1.9642 1.5855 -0.7043
C -1.00460 -1.86977 1.46639 -0.6387 -1.1486 -2.0944
H -1.17375 1.17878 2.97200 -0.1836 0.2434 -0.2610
H -1.28721 0.49916 1.16504 -0.3093 1.0417 0.0642
H -0.82667 -1.14753 3.56791 -0.7908 -0.3617 0.2637
H -0.22120 -1.60202 0.71852 0.1982 0.0706 1.1886
H -1.82155 -1.91703 0.72145 -0.4212 0.2773 0.6776
H -0.88666 -2.92837 1.69258 0.2808 0.1045 0.5188
C 0.24806 -0.12688 -1.84577 0.4003 0.4567 -0.0393
S 1.51287 0.60473 -0.77878 0.1892 -0.3306 -0.2678
C 1.88511 1.97382 -1.88495 0.7177 -0.8218 -0.5388
H -0.60159 0.54156 -1.74849 -0.5409 -0.5167 -0.1240
H 0.58185 -0.11600 -2.88154 0.1242 0.0445 -0.0324
H 0.08911 -1.16443 -1.58415 -0.4200 -0.0017 0.2974
H 2.83947 2.37288 -1.54856 -0.4060 0.7589 0.3160
H 1.02723 2.62976 -1.98181 0.2783 0.5003 0.1868
H 2.15173 1.59102 -2.88168 -0.3614 -0.0971 0.1838
```
Forces are in eV/Å.

Computed properties:
Gap between HOMO and LUMO ... 9.543 eV
Energy above the lowest of the compared OMol25 structures with the same formula, charge and spin ... 1.677 eV
E ... -16213.0991 eV
SMILES ... C=CC.CSC
Lowest unoccupied orbital energy ... 0.980 eV

Löwdin population analysis, charges in e, atoms 1 to 5: number 1, C, carries -0.01; number 2, C, carries -0.22; number 3, C, carries -0.15; number 4, H, carries 0.05; number 5, H, carries 0.04

***

C42H69GeKP2SeSi | the ωB97M-V functional and the def2-TZVPD basis

Structure (XYZ):
```
117
Properties=species:S:1:pos:R:3:forces:R:3
K 0.17970 -2.20562 -1.67345 -0.2100 -0.5304 0.1185
C 4.20370 -2.61309 -1.77698 0.2233 0.2711 0.0692
Si 2.94926 -1.25745 -1.18874 0.4238 -0.3441 -0.1111
C 3.57064 -1.17271 0.64433 -0.0951 -0.0177 0.0296
C 4.92650 -0.93863 0.89880 -0.0006 0.0332 -0.0105
C 5.51759 -1.26696 2.10583 0.0400 0.0290 0.0168
C 4.75331 -1.85151 3.10828 -0.0180 0.0012 0.0139
C 3.39339 -2.02133 2.91492 0.1111 0.0023 0.0183
C 2.78530 -1.66037 1.70632 0.0450 0.1095 0.0456
P 0.96524 -1.66194 1.49358 -0.0057 -0.2506 0.3698
C 0.37056 -0.63122 2.94901 0.0688 -0.0651 -0.3173
C 0.64648 0.83239 2.57321 -0.2014 0.0602 0.0583
C -0.10016 1.78764 3.50354 0.1606 -0.0063 0.0767
C 0.29162 1.54513 4.96068 -0.1565 -0.0790 -0.0647
C 0.07396 0.08062 5.33523 0.1566 0.0409 -0.0129
C 0.83194 -0.85854 4.39000 -0.2310 0.0443 0.0690
C 0.41799 -3.43712 1.82158 0.0038 0.1898 -0.0518
C 0.38072 -4.06036 3.23091 0.0033 0.0926 0.0120
C -0.99008 -3.86523 3.87595 -0.0158 -0.1122 -0.0778
C -2.05368 -4.69345 3.13438 0.0682 0.0554 -0.0416
C -1.72226 -4.80588 1.63710 0.0121 0.0428 -0.0003
C -0.97658 -3.56033 1.16636 0.0678 -0.2078 0.1445
C 3.60745 0.32468 -2.05575 -0.0237 0.0288 0.0240
C 4.88903 0.38320 -2.61298 0.0398 -0.0262 -0.0410
C 5.30372 1.44939 -3.39537 0.0257 0.0044 -0.0199
C 4.43639 2.50550 -3.63208 -0.0197 0.0577 -0.0217
C 3.16883 2.48775 -3.07171 0.0738 -0.0223 0.0275
C 2.74207 1.40854 -2.29404 0.0494 0.0142 -0.0329
P 1.09902 1.40590 -1.45709 -0.1234 0.5734 -0.1740
C 1.15712 3.14610 -0.76758 -0.0045 -0.3153 0.0541
C 2.33616 3.25531 0.22054 -0.0665 0.0431 0.0421
C 2.12284 4.38394 1.24430 -0.0335 0.0371 -0.1026
C 1.29835 5.51733 0.63906 -0.0331 -0.0311 0.0876
C -0.12201 5.03322 0.29814 0.0499 -0.0419 -0.0048
C -0.14290 3.53841 -0.06660 0.0302 0.0649 -0.0900
C -0.16378 1.61179 -2.84492 0.2679 -0.1382 0.1294
C -0.13938 2.84969 -3.74066 -0.2345 -0.0207 0.0155
C -1.36276 2.85644 -4.66320 0.1399 -0.0510 -0.1049
C -1.39025 1.60472 -5.53950 -0.0956 0.0047 0.1262
C -1.37151 0.34815 -4.67146 0.1255 0.0278 -0.0916
C -0.17170 0.35522 -3.72278 -0.1822 0.0606 0.0111
H 5.23581 -2.44321 -1.44948 0.0359 -0.0543 -0.0570
H 4.20427 -2.68780 -2.86918 -0.0315 -0.0296 0.0079
H 3.89845 -3.58309 -1.37471 -0.0172 0.0016 0.0055
H 5.53856 -0.50863 0.11138 0.0167 -0.0493 -0.0055
H 6.57567 -1.09119 2.26247 -0.0047 -0.0007 -0.0071
H 5.21133 -2.15853 4.04066 -0.0027 0.0242 0.0087
H 2.80804 -2.43403 3.72369 -0.0023 -0.0438 -0.0377
H -0.72102 -0.77336 2.91682 -0.0067 0.0026 0.0175
H 0.36534 1.00881 1.53159 0.0611 -0.0344 0.0149
H 1.72440 1.01777 2.64621 0.0190 -0.0152 -0.0371
H -1.17951 1.63013 3.39039 -0.0192 0.0187 -0.0281
H 0.10463 2.82571 3.22900 -0.0442 -0.0059 -0.0154
H -0.28935 2.19317 5.62150 0.0545 0.0220 0.0138
H 1.34783 1.79905 5.09538 0.0073 0.0201 0.0152
H -0.99709 -0.14652 5.28500 -0.0133 -0.0275 0.0298
H 0.39442 -0.09910 6.36470 -0.0397 0.0051 0.0040
H 0.66461 -1.88660 4.71172 0.0771 0.0233 -0.0170
H 1.90209 -0.65091 4.46303 -0.0377 0.0026 0.0236
H 1.13980 -4.00308 1.22044 -0.0399 -0.0245 -0.0103
H 1.16419 -3.65768 3.86644 0.0809 -0.0314 -0.0278
H 0.57899 -5.13407 3.15010 0.0062 -0.0076 0.0208
H -1.25339 -2.80497 3.83473 -0.0054 0.0008 0.0625
H -0.96441 -4.14634 4.93020 -0.0061 0.0425 0.0130
H -3.03415 -4.22821 3.26318 -0.0103 -0.0317 0.0115
H -2.11479 -5.69423 3.56662 -0.0340 0.0097 0.0259
H -2.63562 -4.94798 1.05440 0.0070 -0.0338 0.0133
H -1.09341 -5.68240 1.45696 -0.0132 -0.0101 -0.0203
H -1.57830 -2.67748 1.41412 -0.0214 0.0337 -0.1363
H -0.86176 -3.57962 0.07989 -0.2059 -0.0316 0.1192
H 5.57783 -0.43787 -2.44314 -0.0194 0.0110 -0.0253
H 6.29918 1.45817 -3.82413 0.0012 -0.0039 0.0138
H 4.74256 3.34521 -4.24452 0.0200 -0.0091 0.0082
H 2.52316 3.33885 -3.24126 -0.0415 0.0090 0.0206
H 1.31953 3.85035 -1.58649 0.0235 0.0254 -0.0345
H 3.25639 3.42806 -0.33910 0.0148 -0.0227 -0.0163
H 2.46527 2.30365 0.74660 0.0515 -0.0060 -0.0279
H 3.08702 4.75884 1.59175 -0.0038 -0.0383 0.0455
H 1.59621 3.99988 2.12276 0.0387 -0.0015 0.0274
H 1.79972 5.87962 -0.26282 0.0045 -0.0008 -0.0059
H 1.24639 6.36182 1.32927 0.0147 0.0256 -0.0403
H -0.51627 5.62116 -0.53468 -0.0278 -0.0018 0.0152
H -0.78688 5.20357 1.14900 -0.0097 0.0260 -0.0125
H -1.00891 3.32578 -0.70083 -0.0310 -0.0183 0.0621
H -0.24780 2.93610 0.84052 -0.0526 0.0047 -0.0264
H -1.11853 1.62167 -2.29733 -0.0125 0.0189 -0.0053
H 0.76040 2.83956 -4.36055 0.0476 0.0322 0.0396
H -0.13277 3.76416 -3.14343 0.0675 0.0053 -0.0059
H -1.35310 3.75337 -5.28742 -0.0439 0.0049 0.0244
H -2.27395 2.88628 -4.05586 -0.0134 0.0556 0.0029
H -0.51793 1.60762 -6.20105 0.0063 -0.0091 -0.0100
H -2.27885 1.60400 -6.17519 0.0271 0.0153 -0.0304
H -1.35426 -0.54657 -5.30121 -0.0154 0.0024 0.0233
H -2.28907 0.31391 -4.07462 -0.0236 -0.0365 -0.0077
H 0.76100 0.30519 -4.29431 0.0359 -0.0345 0.0489
H -0.20824 -0.52938 -3.08447 -0.0251 0.3672 -0.3545
C -6.08500 0.32073 -1.46275 0.0453 -0.2037 0.0200
Ge -5.70259 -1.60684 -1.56494 0.0485 0.0677 -0.0291
C -5.29123 -2.11621 -3.42233 -0.0570 0.0465 0.2361
C -7.21773 -2.65931 -0.87005 0.1873 0.1177 -0.0965
C -4.05207 -1.95248 -0.51439 -0.1541 0.1051 -0.1127
Se -2.57890 -0.81859 -1.13892 -0.3044 0.1334 -0.0145
C -2.45216 0.35993 0.39644 -0.0737 -0.0515 0.0048
H -6.93386 0.58147 -2.09527 -0.0017 -0.0317 -0.0057
H -5.21656 0.88582 -1.80277 0.0038 -0.0107 -0.0072
H -6.31770 0.62305 -0.44081 -0.0012 -0.0264 0.0045
H -6.06468 -1.75801 -4.10152 0.0025 0.0023 -0.0045
H -5.22204 -3.19997 -3.52259 -0.0004 -0.0002 0.0136
H -4.33869 -1.67677 -3.72323 -0.0170 0.0227 -0.0154
H -8.11520 -2.42016 -1.44189 0.0001 -0.0068 0.0055
H -7.41173 -2.43285 0.17836 0.0254 0.0262 -0.0024
H -7.03089 -3.72928 -0.96266 0.0264 0.0070 -0.0068
H -3.72830 -2.98896 -0.60166 -0.0301 -0.0271 0.0427
H -4.18096 -1.72529 0.54378 -0.0398 -0.0542 0.0114
H -3.33809 0.98954 0.43715 0.0301 0.0452 0.0380
H -1.55535 0.96265 0.26583 -0.0127 -0.0040 -0.0086
H -2.36185 -0.23646 1.30235 0.0431 0.0163 0.0022
```
Forces are in eV/Å.

Computed properties:
Gap between HOMO and LUMO ... 5.288 eV
Energy above the lowest of the compared OMol25 structures with the same formula, charge and spin ... 0.295 eV
E ... -209317.0641 eV
Lowest unoccupied orbital energy ... -0.203 eV

Löwdin population analysis, charges in e, atoms 1 to 5: number 1, K, carries 0.45; number 2, C, carries -0.29; number 3, Si, carries 0.53; number 4, C, carries -0.31; number 5, C, carries -0.11